# 1
The following is a quantum chemistry calculation of C20H33MgO14S3 as an isolated structure in a non-equilibrium geometry, from OMol25.

XYZ file:
```
71
Properties=species:S:1:pos:R:3
Mg 1.577 -0.089 2.206
C -2.254 -1.048 3.140
C -3.376 -0.190 3.365
C -3.042 1.342 3.611
O -3.985 2.115 3.569
C -1.675 1.700 3.819
C -0.637 0.836 3.546
C -0.949 -0.596 3.120
O 0.030 -1.395 2.890
O 0.585 1.232 3.591
O -4.558 -0.493 3.301
H -2.387 -2.112 2.961
H -1.472 2.736 4.072
O 0.506 0.508 0.813
H 0.221 0.926 -0.002
C -0.218 -3.955 -0.564
C -1.248 -3.112 0.136
C -1.475 -1.680 -0.311
O -2.757 -1.785 -1.002
C -3.464 -2.764 -0.409
O -4.634 -2.942 -0.487
O -2.598 -3.644 0.167
H -0.572 -4.601 -1.367
H 0.435 -4.454 0.147
H 0.464 -3.286 -1.108
H -1.014 -3.053 1.202
H -0.735 -1.261 -0.987
H -1.628 -0.878 0.409
C -1.505 1.476 -2.435
C -1.366 0.476 -3.572
C -0.752 1.054 -4.865
O 0.385 0.237 -5.081
C 0.639 -0.527 -3.990
O 1.633 -1.161 -3.842
O -0.428 -0.532 -3.174
H -1.710 0.899 -1.538
H -2.329 2.156 -2.676
H -0.650 2.157 -2.417
H -2.337 0.001 -3.710
H -0.505 2.101 -4.689
H -1.431 0.964 -5.708
C -0.608 3.451 0.743
S -0.905 5.197 0.557
O 0.419 5.878 0.653
C -1.318 5.178 -1.191
H -0.050 3.277 1.665
H 0.001 3.142 -0.107
H -1.500 2.831 0.849
H -1.988 4.330 -1.340
H -0.401 5.137 -1.778
H -1.862 6.081 -1.464
C 3.099 2.802 0.093
S 3.893 1.197 0.247
O 3.250 0.577 1.442
C 3.073 0.476 -1.165
H 3.591 3.230 -0.786
H 3.199 3.460 0.951
H 2.040 2.668 -0.109
H 3.280 1.071 -2.062
H 2.010 0.298 -1.027
H 3.592 -0.453 -1.413
C 2.391 -3.879 2.599
S 3.230 -2.750 1.480
O 2.172 -1.809 0.991
C 3.452 -3.942 0.148
H 3.082 -4.710 2.764
H 1.522 -4.315 2.107
H 2.103 -3.387 3.522
H 4.179 -3.547 -0.565
H 2.504 -3.908 -0.388
H 3.764 -4.936 0.450
```

Summary:
**Total energy**: -87893.1484 eV
**Frontier orbital gap**: 5.47 eV
**Charge**: -1
**Multiplicity**: 1
**Maximum force**: 0.0466 hartree/bohr

# 2
The following is a quantum chemistry calculation of C20H33N4O7P2PtS3Te as an isolated structure, from OMol25.

XYZ file:
```
71
Properties=species:S:1:pos:R:3
Pt 0.055 0.057 -0.505
N -6.371 -0.007 1.932
C -5.047 -0.399 2.006
C -4.047 0.535 2.296
C -2.726 0.147 2.354
C -2.387 -1.179 2.109
C -3.368 -2.118 1.808
C -4.689 -1.728 1.752
S -0.743 -1.708 2.330
O -0.042 -0.732 3.117
O -0.725 -3.088 2.696
N -0.119 -1.611 0.766
C 1.176 -1.968 0.551
N 1.642 -1.143 -0.421
C 2.878 -1.269 -0.900
C 3.676 -2.257 -0.375
C 3.138 -3.036 0.656
N 1.907 -2.907 1.128
H -6.607 0.850 2.406
H -7.056 -0.732 2.073
H -4.319 1.565 2.495
H -1.952 0.858 2.611
H -3.091 -3.152 1.652
H -5.461 -2.458 1.539
H 3.184 -0.580 -1.676
H 4.681 -2.415 -0.734
H 3.742 -3.806 1.123
C 3.921 3.504 1.684
C 3.741 3.418 0.185
C 4.162 2.090 -0.403
O 2.348 3.761 -0.149
P 1.053 2.885 -0.212
S 0.849 1.781 -1.907
S 0.904 1.491 1.244
O -0.094 3.940 -0.250
C -0.334 5.083 0.652
C 0.417 6.288 0.132
C -0.021 4.741 2.092
H 4.978 3.389 1.926
H 3.367 2.714 2.193
H 3.593 4.473 2.060
H 4.289 4.224 -0.302
H 3.643 1.267 0.089
H 5.232 1.963 -0.237
H 3.974 2.055 -1.475
H -1.406 5.233 0.534
H 1.492 6.165 0.254
H 0.103 7.171 0.691
H 0.197 6.454 -0.922
H 1.047 4.562 2.236
H -0.577 3.867 2.426
H -0.301 5.588 2.719
C -6.075 -1.023 -1.506
C -5.018 -0.176 -2.163
O -3.981 0.100 -1.177
P -2.564 0.557 -1.657
O -1.775 1.016 -0.433
Te -1.163 -1.210 -2.504
O -2.766 1.755 -2.646
C -2.798 1.704 -4.098
C -1.964 2.837 -4.636
H -6.887 -1.198 -2.212
H -6.473 -0.516 -0.628
H -5.661 -1.984 -1.204
H -5.412 0.781 -2.504
H -4.567 -0.699 -3.013
H -3.843 1.789 -4.392
H -2.413 0.736 -4.427
H -2.329 3.793 -4.263
H -2.023 2.844 -5.725
H -0.922 2.720 -4.342
```

Summary:
**Total energy**: -103191.8974 eV
**Frontier orbital gap**: 6.62 eV
**Charge**: +1
**Multiplicity**: 1
**ΔE to the lowest compared entry with this formula, charge and spin**: 7.3 kJ/mol
**Maximum force**: 0.0019 hartree/bohr

# 3
The following is a quantum chemistry calculation of C20H34Cl2N3O4Tb as an isolated structure in a non-equilibrium geometry, from OMol25.

XYZ file:
```
64
Properties=species:S:1:pos:R:3
O 1.897 -0.661 -1.610
C 2.757 0.128 -2.054
C 3.712 -0.325 -3.072
C 4.103 -1.683 -3.102
H 3.711 -2.350 -2.332
C 4.972 -2.123 -4.096
H 5.343 -3.148 -4.058
C 5.382 -1.252 -5.116
H 6.025 -1.616 -5.916
C 4.957 0.084 -5.121
H 5.294 0.769 -5.904
C 4.111 0.540 -4.112
H 3.730 1.563 -4.107
H 2.731 1.180 -1.728
C 3.742 1.988 0.608
C 2.296 2.001 0.499
H 4.150 2.860 1.136
H 4.180 1.978 -0.394
H 4.063 1.077 1.133
C 1.308 2.560 1.161
C 1.439 3.439 2.408
H 0.257 2.472 0.853
H 2.415 3.947 2.431
H 1.340 2.869 3.346
H 0.645 4.200 2.407
Tb 0.222 -0.362 -0.187
Cl 1.978 -1.858 1.131
Cl 0.016 1.571 -2.236
C 0.167 -0.441 3.214
O -0.325 -0.117 2.098
N -0.553 -0.585 4.321
C -1.984 -0.305 4.348
C 0.050 -0.987 5.584
H 1.237 -0.665 3.308
H -2.337 -0.062 3.347
H -2.181 0.529 5.031
H -2.516 -1.181 4.735
H 1.118 -1.153 5.418
H -0.414 -1.911 5.952
H -0.095 -0.206 6.343
H -4.833 2.692 0.311
H -4.944 2.402 -2.277
C -3.756 2.868 0.197
C -3.865 2.610 -2.282
N -3.282 2.199 -1.013
H -3.214 2.474 1.058
C -2.459 1.163 -0.963
O -1.891 0.743 0.080
H -3.377 2.038 -3.076
H -2.247 0.691 -1.938
H -3.596 3.950 0.113
H -3.712 3.682 -2.452
C -2.677 -4.293 -1.200
N -3.066 -3.244 -0.261
C -4.358 -3.278 0.415
C -2.221 -2.264 -0.009
O -1.132 -2.125 -0.642
H -3.507 -5.000 -1.237
H -1.760 -4.795 -0.859
H -2.478 -3.874 -2.196
H -4.215 -3.258 1.504
H -4.956 -2.396 0.148
H -4.875 -4.189 0.116
H -2.520 -1.563 0.793
```

Summary:
**Total energy**: -81433.2263 eV
**Frontier orbital gap (spin up / spin down)**: 4.12 / 4.13 eV
**Charge**: 0
**Multiplicity**: 7
**ΔE to the lowest compared entry with this formula, charge and spin**: 0.0 kJ/mol
**Maximum force**: 0.0734 hartree/bohr

# 4
The following is a quantum chemistry calculation of a 7-piece molecular cluster, C20H34Cl8O6 overall in a non-equilibrium geometry, from OMol25.

XYZ file:
```
68
Properties=species:S:1:pos:R:3
O 7.229 -12.048 2.889
C 8.042 -12.863 2.448
C 9.352 -13.446 3.152
C 10.202 -13.802 1.950
C 9.178 -14.037 0.871
O 8.096 -13.211 1.167
H 9.730 -12.715 3.867
H 8.958 -14.351 3.614
H 10.774 -12.932 1.626
H 10.924 -14.600 2.122
H 9.565 -13.890 -0.138
H 8.831 -15.069 0.914
O 13.405 -20.810 12.128
C 13.244 -20.845 10.910
C 12.602 -19.845 9.947
C 13.074 -20.305 8.572
C 13.450 -21.741 8.844
O 13.674 -21.892 10.258
H 11.517 -19.942 9.988
H 12.976 -18.838 10.129
H 12.332 -20.162 7.786
H 13.959 -19.783 8.208
H 12.682 -22.476 8.604
H 14.325 -22.007 8.251
O 19.833 -8.613 -1.723
C 19.219 -9.594 -1.358
C 19.085 -10.956 -2.021
C 18.658 -11.945 -0.910
C 18.344 -11.013 0.277
O 18.678 -9.661 -0.121
H 18.322 -10.793 -2.782
H 20.042 -11.132 -2.511
H 17.840 -12.607 -1.193
H 19.548 -12.483 -0.586
H 17.294 -11.148 0.535
H 19.011 -11.296 1.092
Cl 13.495 -15.570 -1.430
C 12.758 -16.778 -2.514
C 12.056 -17.832 -1.731
Cl 13.042 -18.802 -0.627
H 13.519 -17.277 -3.113
H 12.116 -16.184 -3.164
H 11.688 -18.602 -2.409
H 11.173 -17.428 -1.235
Cl 17.738 -17.988 4.976
C 17.010 -18.022 3.369
C 16.846 -16.660 2.746
Cl 15.756 -15.532 3.588
H 16.020 -18.443 3.544
H 17.606 -18.666 2.722
H 16.441 -16.892 1.761
H 17.817 -16.176 2.643
Cl 22.974 -18.436 1.209
C 24.007 -17.044 1.564
C 23.061 -15.799 1.908
Cl 22.567 -15.863 3.582
H 24.410 -16.842 0.571
H 24.641 -17.303 2.412
H 22.195 -15.675 1.257
H 23.674 -14.917 1.720
Cl 19.576 -14.755 10.741
C 18.609 -14.232 9.400
C 17.365 -15.141 9.297
Cl 16.177 -14.855 10.597
H 19.160 -14.318 8.463
H 18.172 -13.246 9.557
H 17.644 -16.194 9.285
H 16.877 -14.917 8.349
```

Summary:
**Total energy**: -133755.5741 eV
**Frontier orbital gap**: 9.90 eV
**Charge**: 0
**Multiplicity**: 1
**SMILES string**: O=C1CCCO1.O=C1CCCO1.O=C1CCCO1.ClCCCl.ClCCCl.ClCCCl.ClCCCl
**Maximum force**: 0.0666 hartree/bohr